Entry 1:
# C3ClF6O2S

A molecular structure, C3ClF6O2S in a non-equilibrium geometry (wB97M-V/def2-TZVPD, the Open Molecules 2025 dataset).

Summary:
HOMO (spin up / spin down) = -5.03 / -5.02 eV
Energy above the lowest of the compared OMol25 structures with the same formula, charge and spin = 47.5 kcal per mole
Charge = -1
Total energy = -46868.5886 eV

Element x y z (Å)
C (0.12921, -0.06144, -0.28468)
C (-0.86963, -1.05967, -0.04983)
C (1.05326, 0.11116, 0.82053)
O (-0.16789, 2.70557, -0.33151)
O (-1.20208, 1.31925, -2.06464)
F (-1.25401, -0.98484, 1.29388)
F (-0.46277, -2.35368, -0.23659)
F (-1.98354, -0.93626, -0.79486)
F (1.40291, -0.89518, 1.68969)
F (0.26720, 0.96258, 1.65027)
F (2.21999, 0.69830, 0.62126)
S (-0.92028, 1.52542, -0.65294)
Cl (1.78764, -1.03121, -1.66059)

Forces on the atoms, in the same order (eV/Å):
3.41 -0.05 -2.63
-2.10 -3.62 1.13
0.60 1.31 4.14
0.85 0.93 0.10
-0.20 0.31 -0.40
-0.23 -0.30 -1.41
-0.16 1.01 0.27
0.43 -0.12 0.50
-0.81 -0.33 -1.07
1.40 -0.51 -0.10
-0.44 0.65 -0.79
-0.91 -0.13 -0.80
-1.85 0.84 1.05

Atom charges from the Mulliken analysis, given in e for atoms 1 to 2: C -0.374; C 1.023

***

Entry 2:
# C3ClN3OS2

2 unconnected molecules or ions with the total composition C3ClN3OS2 in a non-equilibrium geometry (wB97M-V/def2-TZVPD, the Open Molecules 2025 dataset).

Summary:
HOMO = -2.13 eV
Energy above the lowest of the compared OMol25 structures with the same formula, charge and spin = 16.3 kcal per mole
Charge = -2
Total energy = -43820.1892 eV

Element x y z (Å)
C (0.72368, -2.08762, -0.02859)
C (1.71167, 1.15792, 0.18480)
C (0.84820, 1.23026, -0.84209)
N (2.18018, 0.56037, 1.23809)
N (1.84859, -0.63033, 1.57604)
N (1.01224, -1.29762, 0.80643)
O (-0.00242, 1.03574, -1.64186)
S (1.99971, 2.77946, -0.54939)
S (0.11453, -3.18210, -0.99227)
Cl (-10.43637, 0.43391, 0.24884)

Forces on the atoms, in the same order (eV/Å):
0.02 0.89 1.33
0.11 0.50 -0.31
-0.70 0.05 -0.80
-0.10 -0.25 0.13
1.41 0.01 2.08
-0.87 -0.53 -2.15
0.05 -0.42 0.25
0.38 0.39 0.17
-0.21 -0.65 -0.70
-0.10 0.00 0.01

Atom charges from the Mulliken analysis, given in e for atoms 1 to 2: C 0.260; C 0.206

***

Entry 3:
# C3ClO4

A molecular structure, C3ClO4 in a non-equilibrium geometry (wB97M-V/def2-TZVPD, the Open Molecules 2025 dataset).

Summary:
HOMO = -3.69 eV
Energy above the lowest of the compared OMol25 structures with the same formula, charge and spin = 27.3 kcal per mole
Charge = -1
Total energy = -23822.8462 eV

Element x y z (Å)
C (-1.13935, 0.53163, 0.05447)
C (1.08906, 0.29057, -0.03276)
C (0.25373, -0.76008, -0.05386)
O (2.15154, 0.75658, -0.27561)
O (-2.11865, 0.63047, -0.57587)
O (-0.18486, 1.37617, -0.06174)
O (-0.79110, -0.45917, 0.90284)
Cl (0.73963, -2.36618, 0.04253)

Forces on the atoms, in the same order (eV/Å):
-0.10 1.19 0.47
0.12 2.75 -1.51
0.60 -2.20 1.50
0.60 -0.24 0.10
-4.02 -0.33 -1.07
3.22 1.63 0.79
-1.13 -1.20 -0.39
0.71 -1.59 0.10

Atom charges from the Mulliken analysis, given in e for atoms 1 to 2: C 0.981; C 0.656

***

Entry 4:
# C3CuLiO6

A molecular structure, C3CuLiO6 in a non-equilibrium geometry (wB97M-V/def2-TZVPD, the Open Molecules 2025 dataset).

Summary:
HOMO (spin up / spin down) = -7.54 / -9.29 eV
Energy above the lowest of the compared OMol25 structures with the same formula, charge and spin = 0.0 kcal per mole
Total energy = -60239.7756 eV
2S+1 = 3
⟨S²⟩ = 2.00

Element x y z (Å)
C (0.61945, -0.34011, 0.20734)
O (0.90207, -1.08654, -0.74814)
C (1.09871, -0.71869, 1.66016)
O (0.72199, 0.10329, 2.54149)
O (1.74418, -1.75414, 1.80381)
Cu (0.05922, -1.50579, -2.30943)
Li (-0.22210, 1.56633, 1.84983)
O (-0.18739, 0.64100, 0.15681)
O (-1.13082, 0.15369, -2.32229)
O (-2.14496, 1.91430, -1.25587)
C (-1.46036, 1.02666, -1.58372)

Forces on the atoms, in the same order (eV/Å):
-1.21 0.59 1.18
0.66 -0.35 -0.08
1.27 -1.23 0.67
-0.48 0.92 -0.22
-0.65 0.87 -0.57
0.01 -0.39 -0.55
0.32 -0.78 0.05
0.17 0.14 -0.60
0.27 0.54 0.60
1.44 -0.78 0.46
-1.81 0.46 -0.94

Atom charges from the Mulliken analysis, given in e for atoms 1 to 2: C 0.696; O -0.325